{"formula": "C12H19BClF2O8S5W", "method": "the ωB97M-V functional and the def2-TZVPD basis", "e_above_lowest_kcal_mol": 78.0, "charge": 1, "largest_force_ev_per_a": 1.00, "energy_ev": -103751.36829, "spin_multiplicity": 3, "e_homo_ev": [-11.274, -11.806], "orbital_gap_ev": [7.35, 6.01], "lumo_energy_ev": [-3.93, -5.79], "species": ["O", "S", "S", "C", "H", "H", "C", "S", "C", "O", "H", "H", "C", "C", "H", "H", "O", "H", "H", "S", "C", "H", "O", "S", "H", "H", "H", "H", "H", "C", "F", "O", "C", "C", "H", "H", "W", "B", "O", "Cl", "O", "H", "C", "C", "H", "O", "C", "F", "H"], "coordinates": [[-0.747, -1.399, 0.935], [4.639, -0.632, -3.935], [4.883, -2.537, -1.724], [0.033, -0.430, 2.886], [1.579, 2.256, 1.753], [-1.861, -3.127, 0.716], [3.961, -1.289, -2.527], [3.492, 1.586, -5.516], [-0.088, -1.736, 2.162], [0.605, 0.480, 1.921], [-1.884, -2.551, -1.902], [-0.703, -2.442, 2.719], [-1.807, -1.871, -1.055], [1.087, 1.704, 2.542], [-0.507, 2.872, 0.800], [0.169, 3.552, 3.153], [-1.310, 2.194, 2.596], [-0.276, -3.107, -0.130], [-2.167, 2.653, -1.268], [2.146, 0.564, -3.073], [-0.066, 2.483, 3.193], [2.856, -3.842, -1.438], [-2.763, 0.459, 1.364], [1.991, -1.194, -0.655], [0.709, -0.511, 3.738], [3.652, -4.169, -3.012], [-2.787, -1.471, -0.807], [-2.149, 3.343, 1.123], [4.346, -4.808, -1.510], [-1.449, 2.514, 1.233], [1.271, 1.625, -0.175], [-3.333, 0.581, -1.491], [3.802, -3.976, -1.953], [2.753, -0.712, -2.072], [-0.942, -0.053, 3.192], [-0.183, 2.210, 4.240], [-0.201, 0.432, -0.215], [-4.344, 2.574, -2.223], [-0.950, -0.783, -1.407], [-3.224, 1.910, -0.870], [-5.029, 2.995, -3.113], [-3.494, 0.996, 1.725], [-2.018, 1.242, 0.510], [-1.162, -2.526, 0.136], [0.885, -2.181, 1.937], [-4.141, 2.467, 0.152], [3.435, 0.588, -4.242], [-0.541, 1.644, -1.699], [1.833, 1.419, 3.284]], "atomic_forces_ev_per_a": [[0.05, 0.00, 0.01], [0.01, 0.02, 0.03], [0.02, 0.00, -0.02], [0.01, -0.06, -0.03], [0.00, 0.00, -0.02], [0.00, -0.01, 0.00], [-0.02, 0.02, 0.01], [0.02, 0.01, 0.05], [-0.01, 0.07, 0.04], [-0.07, 0.02, 0.07], [0.03, 0.03, -0.02], [-0.01, 0.01, 0.00], [0.13, -0.04, -0.06], [-0.01, -0.03, 0.00], [0.07, -0.07, -0.01], [0.01, 0.00, 0.02], [0.07, 0.16, 0.17], [0.00, -0.01, -0.01], [-0.04, 0.09, -0.03], [-0.02, -0.01, 0.07], [0.00, 0.04, 0.00], [-0.01, 0.00, 0.00], [-0.19, -0.10, 0.02], [0.13, -0.04, 0.03], [0.01, 0.00, -0.01], [0.00, 0.00, 0.00], [-0.03, 0.00, -0.01], [-0.16, 0.11, 0.01], [0.00, 0.00, 0.00], [-0.11, 0.08, -0.07], [-0.05, -0.04, 0.10], [-0.16, 0.13, -0.09], [-0.02, 0.02, 0.02], [0.03, -0.03, -0.01], [0.00, -0.01, -0.01], [-0.02, -0.01, -0.01], [-0.12, -0.45, -0.89], [0.02, -0.06, -0.02], [0.06, 0.09, 0.23], [0.03, -0.38, 0.13], [0.01, 0.06, 0.00], [0.21, -0.12, -0.15], [0.02, 0.47, 0.25], [0.03, 0.00, 0.02], [0.00, 0.00, 0.01], [0.14, 0.14, 0.04], [-0.06, -0.03, -0.09], [-0.03, -0.05, 0.24], [0.01, 0.01, 0.00]], "nbo_charge": [-0.552, 0.642, 0.332, -0.099, 0.240, 0.220, -0.395, 0.196, -0.082, -0.562, 0.221, 0.225, -0.098, -0.102, 0.207, 0.201, -0.526, 0.200, 0.159, 0.556, -0.100, 0.227, -0.721, -0.015, 0.216, 0.233, 0.236, 0.229, 0.250, -0.176, -0.573, -0.809, -0.730, -0.361, 0.240, 0.207, 2.163, 0.790, -0.663, 1.594, -0.777, 0.503, -0.228, -0.083, 0.206, -0.826, -0.630, -0.595, 0.210]}

=====

{"formula": "C12H19BaI2N2O7PS", "method": "the ωB97M-V functional and the def2-TZVPD basis", "e_above_lowest_kcal_mol": 242.2, "charge": 2, "largest_force_ev_per_a": 9.66, "energy_ev": -67052.88292, "spin_multiplicity": 1, "e_homo_ev": -13.067, "orbital_gap_ev": 3.92, "lumo_energy_ev": -9.14, "species": ["O", "H", "H", "C", "Ba", "C", "H", "H", "H", "O", "P", "H", "C", "C", "H", "H", "H", "C", "O", "C", "H", "H", "O", "H", "H", "C", "C", "H", "I", "O", "O", "H", "N", "S", "N", "H", "I", "O", "H", "C", "H", "C", "C", "C", "H"], "coordinates": [[-0.361, -2.736, -1.047], [-3.949, 2.747, 3.618], [-2.808, -2.971, -0.225], [2.852, -1.460, 0.271], [-1.907, 4.815, 2.111], [-0.747, -1.319, 0.848], [-3.702, 3.843, 2.031], [-3.243, -0.710, -0.367], [2.706, 2.161, -3.343], [-1.226, 2.758, 2.692], [-2.623, -1.735, 0.484], [3.022, 1.668, -1.194], [-0.574, -0.322, -1.581], [0.465, 0.644, -2.374], [1.915, 3.806, -2.856], [1.965, 3.145, -0.444], [-1.379, 0.352, -1.071], [1.723, -1.703, -0.624], [0.923, 0.208, -3.581], [1.955, 2.034, -0.880], [4.532, -3.073, 0.046], [4.769, -1.519, -1.150], [-0.279, -2.541, 1.584], [-0.867, -0.165, 2.827], [5.139, -1.411, 0.694], [-0.942, 0.081, 1.663], [4.416, -1.918, -0.109], [-0.069, 0.835, 1.351], [2.319, -2.780, -2.500], [1.149, -4.663, 0.376], [-2.190, 0.811, 1.440], [0.998, 2.756, -4.138], [0.924, 2.033, -1.984], [-0.096, -3.747, 0.344], [-3.448, -1.931, 1.902], [-4.595, 2.095, 1.880], [2.532, -0.531, 2.179], [-1.220, -4.805, 0.678], [-1.162, -0.995, -2.371], [1.658, 2.686, -3.175], [-4.224, -1.202, 1.882], [0.143, -1.406, -0.520], [-3.772, 2.735, 2.446], [-2.261, 2.068, 2.206], [1.540, 1.360, -0.019]], "atomic_forces_ev_per_a": [[0.50, -0.34, 3.68], [0.34, -0.02, -2.40], [0.91, 0.86, -0.01], [-1.88, -1.22, -3.45], [2.36, 4.49, -0.40], [-0.33, -0.46, -1.26], [-2.42, -3.59, 0.78], [1.03, -0.80, 0.35], [-2.39, 0.92, -0.01], [-3.64, -4.96, -1.84], [-3.22, -1.16, 1.95], [-2.05, 0.71, 0.51], [0.39, 0.28, -0.49], [3.13, -1.60, -6.56], [-0.68, -2.41, -0.48], [0.40, -2.41, -1.01], [1.65, -1.25, -0.60], [3.31, 1.27, 2.00], [-3.31, 2.33, 7.42], [-0.94, 0.37, 1.78], [-0.41, 2.21, -0.65], [-1.06, -1.03, 1.91], [-0.10, 1.10, -2.24], [-0.12, 0.51, -2.64], [-1.73, -1.08, -1.68], [4.31, -0.30, 1.76], [0.04, 0.91, 1.66], [-1.80, -1.85, 0.80], [-0.59, 0.98, 1.42], [-2.96, 5.45, -0.56], [-0.66, 4.93, 3.41], [1.39, -0.49, 1.97], [0.99, -1.90, -1.09], [-1.08, -9.34, 2.19], [0.43, 2.08, -2.08], [1.77, 1.60, 1.24], [0.29, -0.48, -0.88], [2.79, 5.63, -2.00], [1.60, 1.65, 1.50], [0.54, 1.17, -0.22], [1.19, -1.17, 0.23], [-0.97, 0.49, -1.52], [0.52, -1.46, -0.49], [1.44, -1.71, -0.57], [1.02, 1.09, -1.46]], "mulliken_charge": [-0.354, 0.436, 0.197, 0.239, 1.779, 0.415, 0.298, 0.127, 0.290, -0.732, 0.329, 0.304, -0.196, -0.101, 0.287, 0.256, 0.163, -0.924, -0.525, -0.320, 0.328, 0.350, -0.435, 0.465, 0.349, -0.529, -1.101, 0.093, 0.155, -0.523, -0.170, 0.295, -0.044, 1.239, -0.744, 0.308, 0.067, -0.545, 0.337, -0.753, 0.215, 1.126, -0.917, 0.718, -0.254]}

=====

{"formula": "C12H19ClO", "method": "the ωB97M-V functional and the def2-TZVPD basis", "charge": 0, "largest_force_ev_per_a": 6.67, "energy_ev": -27314.02995, "spin_multiplicity": 3, "e_homo_ev": [-6.199, -9.505], "orbital_gap_ev": [6.90, 6.64], "lumo_energy_ev": [0.70, -2.86], "species": ["H", "C", "C", "H", "H", "H", "H", "H", "C", "C", "C", "H", "H", "C", "H", "C", "C", "H", "H", "H", "O", "H", "C", "H", "H", "C", "Cl", "H", "C", "H", "H", "C", "H"], "coordinates": [[1.051, 1.568, 1.700], [1.365, 4.723, 0.619], [-2.650, -0.684, 0.931], [-3.250, 1.441, -0.495], [2.048, -4.968, 0.086], [-2.021, -0.205, 1.756], [1.511, 4.440, -0.465], [0.643, 5.466, 0.705], [2.004, -1.558, -0.092], [1.026, 3.614, 1.510], [0.667, -1.210, -0.171], [-1.430, 1.652, 0.070], [2.345, 5.089, 0.870], [-2.248, -1.349, -1.561], [2.686, -0.890, 0.424], [1.656, -4.092, -0.442], [-0.470, -0.806, -0.187], [-1.559, 1.224, -1.594], [0.572, 3.739, 2.493], [-3.281, -1.298, -1.917], [3.447, -3.206, 0.916], [-2.668, -1.730, 1.028], [-2.103, 1.114, -0.678], [1.704, -4.143, -1.556], [0.464, -3.975, -0.197], [-1.914, -0.423, -0.388], [2.771, -1.379, -1.732], [1.527, 2.077, 0.052], [1.053, 2.363, 0.989], [-2.135, -2.420, -1.361], [-1.650, -1.128, -2.488], [2.430, -2.980, 0.296], [-3.594, -0.069, 0.882]], "atomic_forces_ev_per_a": [[-0.79, -0.81, 0.29], [1.32, -0.47, -1.35], [0.71, 2.55, 0.11], [2.89, -0.66, -1.15], [-0.51, -0.36, -0.74], [-0.88, -0.81, -0.94], [-0.59, -0.06, 1.17], [-1.03, 1.75, -0.08], [3.69, -1.28, 0.44], [-0.82, -2.69, -1.81], [-2.49, 0.59, 0.55], [-1.19, -0.48, -0.68], [0.40, 0.69, 0.44], [-0.98, -0.11, -1.61], [-0.63, 0.25, 0.69], [-2.28, 0.00, 1.23], [-0.18, 0.57, -0.12], [-0.69, 0.96, -1.09], [0.49, 0.29, -0.07], [-0.23, 0.44, 0.28], [3.92, -0.71, 1.91], [-0.84, -1.31, 0.80], [0.05, -0.50, 2.03], [0.57, 0.21, 0.84], [2.92, -0.20, -0.38], [1.08, 0.32, 0.39], [0.51, 0.56, -1.94], [-0.38, 0.49, -0.21], [1.40, 0.78, 1.61], [0.40, 0.23, 0.39], [-0.24, -0.04, 1.08], [-6.09, 1.28, -2.40], [0.51, -1.46, 0.31]], "nbo_charge": [0.188, -0.651, -0.592, 0.223, 0.232, 0.219, 0.215, 0.213, -0.270, -0.156, -0.153, 0.233, 0.220, -0.609, 0.261, -0.633, 0.195, 0.221, 0.205, 0.212, -0.222, 0.214, -0.611, 0.233, 0.232, -0.144, -0.115, 0.194, -0.429, 0.218, 0.224, 0.219, 0.213]}

=====

{"formula": "C12H19FN3SSiZr", "method": "the ωB97M-V functional and the def2-TZVPD basis", "e_above_lowest_kcal_mol": 0.0, "charge": 3, "largest_force_ev_per_a": 0.56, "energy_ev": -39907.54521, "spin_multiplicity": 1, "e_homo_ev": -18.852, "orbital_gap_ev": 7.48, "lumo_energy_ev": -11.38, "species": ["H", "H", "H", "H", "H", "H", "C", "H", "Zr", "C", "H", "H", "C", "C", "C", "S", "H", "C", "H", "F", "H", "C", "C", "H", "H", "N", "C", "N", "H", "C", "C", "H", "H", "C", "H", "Si", "H", "N"], "coordinates": [[-0.642, 4.775, -0.395], [2.987, -0.099, 0.867], [1.109, 0.531, -3.078], [-2.635, 1.763, 3.044], [-0.662, 4.475, -3.032], [-2.059, 5.740, 1.375], [2.262, 4.027, -1.404], [0.426, 3.844, -4.256], [0.530, 0.185, -0.740], [-2.460, 3.866, 2.339], [1.887, -1.198, 1.315], [1.852, 4.936, -0.958], [-1.496, -0.855, -3.094], [-1.830, -3.040, -2.132], [1.792, 1.280, -2.638], [-2.433, -2.175, -3.477], [-2.148, -4.049, -1.915], [-2.230, 2.466, 2.326], [-3.093, 4.254, 3.128], [-0.488, -0.079, 0.827], [2.873, 3.527, -0.649], [-0.964, -2.274, -1.438], [-1.455, 2.249, 1.280], [2.862, -1.481, 0.042], [-1.498, 0.049, -3.686], [0.024, 2.133, -0.729], [-0.776, 2.748, 0.236], [2.297, -0.754, 0.489], [2.490, 1.511, -3.445], [-1.083, 4.137, 0.365], [-0.149, 3.570, -3.367], [2.455, 0.829, -1.870], [2.922, 4.346, -2.217], [-1.884, 4.672, 1.363], [-0.909, 2.843, -3.657], [0.960, 2.931, -2.065], [-0.468, -2.573, -0.523], [-0.767, -1.005, -1.985]], "atomic_forces_ev_per_a": [[-0.02, 0.02, 0.04], [0.00, 0.05, 0.01], [0.19, -0.11, -0.10], [-0.01, 0.05, 0.01], [-0.01, -0.01, -0.03], [-0.01, 0.00, 0.02], [0.13, 0.14, 0.06], [-0.02, 0.00, 0.01], [-0.11, 0.53, -0.15], [0.05, 0.14, -0.09], [0.02, -0.03, 0.04], [0.02, 0.00, 0.00], [-0.01, 0.15, 0.16], [-0.08, 0.00, -0.01], [-0.18, -0.04, 0.21], [-0.03, -0.19, -0.18], [-0.01, 0.01, 0.00], [0.05, -0.12, -0.07], [0.00, 0.00, 0.00], [-0.12, 0.13, 0.20], [0.03, 0.05, 0.01], [-0.03, 0.06, -0.08], [-0.03, -0.18, 0.11], [0.00, -0.02, -0.03], [0.00, 0.01, 0.01], [-0.09, -0.14, 0.45], [0.13, 0.02, -0.18], [0.12, 0.07, -0.07], [-0.01, 0.04, -0.01], [0.03, 0.09, -0.14], [-0.13, 0.08, -0.14], [0.27, -0.11, -0.18], [0.00, 0.00, 0.03], [-0.03, -0.08, 0.05], [-0.02, 0.03, -0.04], [-0.04, -0.25, 0.21], [0.01, -0.01, 0.02], [-0.08, -0.38, -0.13]], "nbo_charge": [0.268, 0.446, 0.252, 0.344, 0.286, 0.287, -1.159, 0.298, 2.401, -0.114, 0.446, 0.284, -0.145, -0.382, -1.168, 0.741, 0.311, -0.314, 0.297, -0.596, 0.262, -0.064, 0.538, 0.444, 0.265, -1.147, 0.090, -1.140, 0.358, -0.190, -1.157, 0.222, 0.298, -0.172, 0.257, 1.787, 0.245, -0.679]}